DFT (ωB97M-V/def2-TZVPD) results for the molecule C13H21NO2.

Cartesian coordinates (Å):
1 C 1.65772 0.64702 -1.85364
2 C 1.88653 1.60572 -0.69043
3 C 2.77300 1.01671 0.41013
4 C 2.08033 -0.06540 1.24224
5 C 1.01551 0.51055 2.18501
6 H 0.71859 1.50200 1.84169
7 C -0.26956 -0.33025 2.26815
8 N -0.88534 -0.45293 0.95867
9 C -1.52318 0.59224 0.37329
10 O -1.75186 1.63410 0.95785
11 C -1.92332 0.36618 -1.03122
12 C -2.19507 -0.79751 -1.70950
13 O -2.53316 -0.51495 -2.98291
14 C -2.47844 0.82309 -3.13511
15 C -2.11950 1.41953 -1.97304
16 H -1.99607 2.46319 -1.77383
17 H -2.71749 1.21394 -4.10370
18 C -2.22389 -2.22855 -1.29832
19 H -2.55593 -2.32296 -0.26723
20 H -2.90966 -2.76912 -1.94689
21 H -1.23936 -2.68970 -1.39814
22 H -0.58833 -1.22392 0.38520
23 C -0.03596 -1.71727 2.85105
24 H 0.67088 -2.27812 2.24334
25 H 0.36776 -1.63292 3.85603
26 H -0.97101 -2.27079 2.89953
27 H -0.98494 0.21783 2.89247
28 H 1.42381 0.62451 3.18999
29 H 1.62993 -0.78639 0.55914
30 H 2.83391 -0.60107 1.82321
31 H 3.09581 1.81876 1.07753
32 H 3.66817 0.59274 -0.05215
33 H 2.36516 2.50919 -1.07474
34 H 0.92173 1.90021 -0.27464
35 H 1.05112 1.12421 -2.62012
36 H 2.60599 0.35100 -2.29845
37 H 1.13612 -0.25087 -1.53044

For the LUMO energy, the calculation gives 0.73 eV. The HOMO-LUMO gap comes out at 0.3482 Eh. Its SMILES is CCCCC[C@H](C)NC(=O)c1ccoc1C. The value obtained for the largest force on an atom is 1.0 eV/Å. Its charge is 0. The energy above the lowest of the compared OMol25 structures with the same formula, charge and spin is 0.75 kcal/mol. As for the HOMO energy: -8.7 eV.

These are the natural (NBO) partial charges, in e, on atoms 1 to 4:
1 C -0.61
2 C -0.40
3 C -0.39
4 C -0.41